Record 1
120
Properties=species:S:1:pos:R:3:forces:R:3:mulliken_charge:R:1 method="wB97M-V/def2-TZVPD" e_lumo_ev=-0.51 smiles="O=C(O)NC(=O)C(F)(F)C(F)(F)C(F)(F)C(=O)O.CCO.CCO.CCO.CCO.CCO.CCO.CCO.CCO.CCO.CCO.CCO" energy_ev=-80702.4567 mol_weight_da=789.8 total_charge=0 multiplicity=1
O -0.335 4.248 1.160 0.6 -1.0 -0.6 -0.565
C 0.357 3.548 0.455 -0.4 1.2 0.7 0.512
O 1.687 3.707 0.398 -0.6 0.0 0.0 -0.430
N -0.198 2.532 -0.359 0.4 -0.2 1.0 0.068
C -1.103 1.639 0.277 -1.3 0.1 -1.3 -1.024
O -2.114 1.282 -0.277 1.2 0.1 0.5 -0.279
C -0.804 1.023 1.682 -0.6 0.1 -0.2 0.965
F -0.567 1.946 2.617 0.5 0.1 0.0 -0.252
F -1.925 0.377 2.043 -0.2 -0.2 0.1 -0.164
C 0.287 -0.081 1.710 -0.2 0.9 1.2 1.966
F -0.012 -0.974 0.752 -2.0 -0.5 0.3 -0.138
F 0.184 -0.703 2.886 0.0 -0.2 0.3 -0.266
C 1.765 0.311 1.531 0.6 1.4 0.7 -0.518
F 1.985 0.804 0.309 -0.5 7.6 3.5 -0.299
F 2.458 -0.845 1.610 0.0 0.7 2.7 0.143
C 2.368 1.222 2.621 -0.1 0.7 1.1 -0.249
O 1.966 1.229 3.749 0.1 -0.2 -0.8 -0.507
O 3.420 1.959 2.185 -0.4 -0.8 -0.3 -0.421
H 2.024 3.304 -0.411 0.4 0.1 -0.2 0.379
H 0.459 2.067 -0.971 -0.2 -0.1 -0.3 0.424
H 4.210 1.529 2.535 0.4 0.3 0.3 0.392
C -1.641 -1.853 6.367 -0.1 0.0 0.0 -0.982
C -1.173 -2.802 5.279 0.0 0.3 -0.1 0.157
O -2.129 -2.904 4.225 0.0 -0.2 0.0 -0.546
H -2.593 -2.187 6.778 0.0 0.0 0.0 0.320
H -0.911 -1.791 7.176 0.0 0.0 0.0 0.267
H -1.795 -0.849 5.962 0.1 0.0 0.0 0.270
H -1.036 -3.805 5.680 0.0 -0.1 -0.1 0.349
H -0.215 -2.468 4.865 0.1 -0.1 0.1 -0.079
H -2.249 -2.025 3.854 0.0 0.0 0.0 0.279
C -4.077 -1.943 0.034 0.0 0.0 0.0 -0.702
C -4.411 -1.545 -1.393 0.2 0.1 0.1 -0.012
O -4.626 -0.144 -1.500 -0.1 -0.2 0.0 -0.567
H -4.885 -1.654 0.708 0.0 0.0 0.0 0.282
H -3.920 -3.020 0.118 0.0 0.0 0.0 0.382
H -3.172 -1.432 0.373 0.0 0.0 0.0 -0.107
H -5.326 -2.041 -1.717 -0.1 0.1 0.0 0.221
H -3.606 -1.835 -2.077 -0.1 -0.2 0.0 0.110
H -3.794 0.262 -1.240 0.0 0.3 0.0 0.375
C 0.762 -2.206 -1.879 -0.1 0.0 -0.1 -1.006
C 2.040 -2.069 -1.081 -0.4 0.1 0.3 0.095
O 2.079 -0.819 -0.379 0.5 -6.8 -6.8 -0.378
H 0.671 -1.393 -2.600 0.1 0.0 -0.1 0.243
H 0.734 -3.153 -2.415 -0.1 0.0 0.0 0.470
H -0.108 -2.156 -1.218 0.0 -0.2 -0.1 0.050
H 2.910 -2.098 -1.735 0.1 0.1 0.0 0.311
H 2.127 -2.883 -0.356 0.0 -0.3 -0.1 -0.144
H 1.317 -0.803 0.206 1.0 -1.7 -2.9 0.470
C -2.493 -1.528 -5.684 0.3 0.0 -0.1 -1.063
C -1.238 -0.819 -5.212 0.0 0.0 -0.3 0.104
O -0.078 -1.646 -5.265 0.0 0.0 0.2 -0.514
H -2.664 -2.424 -5.100 -0.1 0.0 0.1 0.213
H -3.362 -0.877 -5.589 0.0 0.0 0.0 0.301
H -2.399 -1.833 -6.731 0.0 0.1 0.0 0.417
H -1.347 -0.528 -4.168 0.1 0.0 0.0 -0.021
H -1.061 0.087 -5.803 -0.1 0.1 0.1 0.300
H 0.067 -1.914 -6.176 0.0 0.0 -0.1 0.283
C 5.422 -1.414 1.545 0.2 -0.1 0.1 -0.894
C 4.442 -2.532 1.843 -0.3 0.3 0.3 0.505
O 3.694 -2.260 3.027 0.7 -0.6 0.4 -0.689
H 6.109 -1.280 2.381 0.0 -0.1 0.0 0.273
H 6.001 -1.627 0.645 0.0 0.1 0.0 0.405
H 4.892 -0.470 1.399 0.0 0.0 -0.2 -0.032
H 4.969 -3.471 2.006 0.0 0.0 0.1 0.432
H 3.749 -2.665 1.009 0.2 -0.1 -0.2 -0.435
H 3.217 -1.438 2.884 0.5 -0.7 0.6 0.430
C 2.229 -0.260 7.996 0.0 -0.1 0.0 -0.986
C 3.436 0.004 7.115 -0.2 0.1 -0.2 -0.294
O 3.237 -0.490 5.793 0.1 -0.1 0.1 -0.293
H 2.017 -1.329 8.038 0.0 0.0 0.0 0.222
H 2.395 0.106 9.011 0.0 0.0 0.0 0.389
H 1.342 0.234 7.592 0.0 0.1 0.0 0.290
H 4.315 -0.504 7.509 0.0 0.0 -0.1 0.271
H 3.652 1.077 7.072 0.0 0.0 0.1 0.252
H 2.470 -0.039 5.428 0.0 0.1 0.0 0.184
C 3.349 4.935 -4.092 0.0 0.0 0.1 -0.953
C 2.283 3.969 -3.615 0.0 0.3 -0.1 -0.255
O 1.850 4.286 -2.285 0.1 -0.4 -0.1 -0.382
H 4.208 4.919 -3.422 0.0 0.0 0.0 0.285
H 3.684 4.681 -5.098 0.0 0.0 0.0 0.385
H 2.970 5.958 -4.103 0.0 0.0 -0.1 0.152
H 2.670 2.951 -3.585 -0.1 0.0 0.1 0.299
H 1.418 3.986 -4.285 0.0 -0.1 0.0 0.272
H 1.495 5.179 -2.295 0.0 0.1 0.1 0.208
C -6.183 -4.681 -5.943 0.0 0.1 0.0 -1.117
C -4.819 -4.639 -5.279 -0.2 0.0 0.2 -0.215
O -4.627 -3.430 -4.547 -0.1 -0.2 -0.1 -0.360
H -6.303 -3.830 -6.614 0.0 0.0 0.0 0.286
H -6.314 -5.600 -6.515 0.0 0.0 0.0 0.349
H -6.977 -4.623 -5.196 0.0 -0.1 0.0 0.340
H -4.028 -4.679 -6.028 0.1 0.0 0.0 0.292
H -4.695 -5.494 -4.606 0.1 -0.1 -0.1 0.271
H -5.318 -3.388 -3.880 0.0 0.1 0.1 0.195
C 3.834 10.334 -3.902 0.0 0.0 -0.1 -1.104
C 3.679 8.954 -3.290 0.3 0.1 0.1 -0.129
O 4.705 8.065 -3.725 -0.2 0.0 0.0 -0.496
H 3.817 10.271 -4.990 0.0 0.0 0.0 0.300
H 3.034 11.000 -3.576 0.0 0.0 0.0 0.321
H 4.790 10.777 -3.615 0.0 0.0 0.1 0.326
H 2.731 8.509 -3.593 0.0 -0.1 0.0 0.255
H 3.693 9.016 -2.197 -0.1 0.0 0.0 0.266
H 5.548 8.438 -3.455 0.1 0.0 0.0 0.279
C -4.995 2.677 1.165 -0.1 0.1 0.0 -0.816
C -4.912 1.866 2.444 -0.2 -0.1 -0.2 0.074
O -6.164 1.826 3.125 0.1 0.1 0.1 -0.580
H -5.318 3.696 1.380 0.1 0.0 0.0 0.300
H -4.030 2.715 0.659 0.0 0.0 0.0 0.110
H -5.725 2.239 0.480 0.1 -0.1 -0.1 0.283
H -4.195 2.310 3.135 0.0 0.0 0.1 0.238
H -4.587 0.843 2.226 0.1 0.0 0.0 0.066
H -6.804 1.424 2.532 -0.1 0.0 0.0 0.328
C 0.581 -6.788 1.086 0.0 0.0 -0.1 -1.246
C 1.148 -5.570 0.382 -0.3 0.1 0.1 0.047
O 0.243 -5.053 -0.592 0.2 -0.1 0.0 -0.413
H 0.346 -7.569 0.362 0.1 0.0 0.0 0.299
H 1.288 -7.186 1.815 0.0 0.0 0.0 0.374
H -0.346 -6.536 1.606 0.0 0.0 0.1 0.330
H 2.063 -5.829 -0.151 0.0 0.1 -0.1 0.319
H 1.387 -4.786 1.110 0.1 -0.1 0.0 0.061
H -0.567 -4.808 -0.136 -0.1 0.0 0.0 0.239



Record 2
110
Properties=species:S:1:pos:R:3:forces:R:3:mulliken_charge:R:1 method="wB97M-V/def2-TZVPD" e_lumo_ev=0.39 smiles="[H]/N=C(/C)CN(CCCCCCCCCCCCOC)S(=O)(=O)F.CCO.CCO.CCO.CCO.CCO.CCO" energy_ev=-65109.8799 mol_weight_da=628.9 total_charge=0 multiplicity=1
C 3.273 -0.074 2.482 -0.5 -0.4 0.3 -0.318
O 3.098 -1.333 1.817 0.7 0.7 -0.4 -0.436
C 3.382 -1.218 0.417 -1.0 -0.9 -0.9 -0.306
C 2.218 -0.412 -0.327 0.8 0.2 0.7 -0.435
C 2.787 0.912 -0.989 -0.6 0.1 -0.2 -0.518
C 1.875 2.188 -0.805 -0.3 0.2 0.2 -0.769
C 0.317 1.871 -0.800 1.4 1.0 -0.5 -0.297
C -0.451 3.231 -0.979 -1.3 -0.6 0.3 -0.921
C -2.031 3.042 -0.741 0.8 0.8 0.8 -0.138
C -2.489 3.608 0.688 0.7 -1.5 0.1 -0.788
C -3.382 2.533 1.424 -1.0 0.9 0.0 -0.591
C -4.797 2.331 0.704 0.5 -0.9 0.6 -1.043
C -4.857 0.997 -0.140 -0.9 -0.1 0.1 -0.336
C -4.878 -0.254 0.858 1.1 1.6 0.8 -0.954
N -6.168 -0.981 0.847 1.1 -2.2 0.3 0.148
C -6.512 -1.601 -0.453 -0.4 -1.1 -1.0 -1.076
C -5.294 -2.040 -1.347 0.2 1.0 -1.1 1.023
C -4.312 -3.207 -1.027 0.1 0.0 -0.6 -1.089
N -5.099 -1.394 -2.454 -0.3 -0.9 1.4 -0.781
S -6.376 -2.019 2.177 -5.3 2.7 3.9 1.205
O -7.769 -2.561 2.100 4.2 -0.2 -1.1 -0.590
O -6.303 -1.159 3.399 1.8 -2.4 -3.1 -0.605
F -5.240 -3.207 2.251 -1.4 1.6 -0.5 -0.236
H 3.038 -0.253 3.563 0.5 0.3 -1.0 0.239
H 4.324 0.293 2.326 -0.8 -0.1 0.3 0.253
H 2.525 0.682 2.120 0.8 -0.5 0.2 -0.017
H 4.403 -0.774 0.230 -0.9 -0.1 0.3 0.325
H 3.415 -2.273 0.016 0.0 1.4 0.7 0.021
H 1.453 -0.207 0.479 0.8 -0.1 -0.9 0.205
H 1.702 -1.069 -1.074 0.6 0.6 0.5 0.467
H 3.816 1.108 -0.572 -1.0 -0.1 -0.5 0.383
H 2.886 0.739 -2.096 0.0 0.2 1.0 0.190
H 2.056 2.935 -1.629 0.0 -0.9 0.7 0.283
H 2.121 2.739 0.151 -0.2 -0.7 -0.8 0.251
H 0.148 1.156 -1.657 -0.2 0.6 1.0 0.149
H 0.078 1.414 0.193 -0.2 0.2 -1.0 0.469
H -0.350 3.676 -2.004 0.5 -0.4 1.0 0.326
H -0.070 3.933 -0.190 -0.2 -0.4 -1.0 0.339
H -2.204 1.937 -0.749 -0.2 1.0 -0.3 -0.153
H -2.596 3.595 -1.534 0.3 -0.9 0.5 0.490
H -1.552 3.740 1.309 -1.0 0.0 -0.6 0.231
H -2.993 4.605 0.609 0.3 -0.9 0.1 0.339
H -2.868 1.537 1.523 -0.2 1.0 -0.2 0.308
H -3.607 2.878 2.474 0.4 -0.3 -1.0 0.370
H -5.096 3.210 0.078 0.4 -0.7 0.6 0.423
H -5.549 2.203 1.539 0.5 0.3 -1.1 0.394
H -5.821 1.030 -0.729 0.9 -0.2 0.6 0.312
H -4.043 0.894 -0.902 -0.6 0.1 0.8 0.401
H -4.788 0.207 1.886 -0.2 -0.7 -1.0 0.754
H -3.966 -0.905 0.753 -1.0 0.4 -0.3 0.153
H -7.159 -0.859 -1.004 0.9 -0.7 0.4 0.368
H -7.168 -2.515 -0.337 0.6 1.0 0.4 0.457
H -3.440 -3.095 -1.732 -1.0 0.0 0.7 0.390
H -3.883 -3.184 0.006 -0.7 -0.1 -0.7 0.268
H -4.771 -4.217 -1.289 0.4 1.3 0.6 0.111
H -5.811 -0.663 -2.563 0.2 -0.2 0.0 0.295
C 5.130 -5.969 -1.335 0.0 -0.1 -0.1 -1.151
C 5.353 -4.595 -0.732 -0.2 -0.3 0.2 -0.025
O 4.170 -4.143 -0.076 0.1 -0.2 -0.1 -0.478
H 4.306 -5.943 -2.050 0.1 0.1 0.0 0.293
H 6.029 -6.322 -1.845 0.0 0.0 0.0 0.338
H 4.860 -6.692 -0.560 0.1 0.0 0.0 0.333
H 5.601 -3.874 -1.510 -0.1 0.1 0.1 0.208
H 6.172 -4.616 -0.006 0.1 0.0 -0.2 0.195
H 3.959 -4.778 0.617 0.0 0.1 0.0 0.247
C 0.281 0.951 -5.393 -0.1 -0.1 0.0 -1.197
C 0.483 2.152 -4.489 0.3 -0.1 -0.3 0.077
O 1.780 2.120 -3.900 -0.1 0.1 0.1 -0.393
H 0.401 0.023 -4.828 -0.1 0.1 0.0 0.290
H -0.714 0.963 -5.843 0.0 0.0 0.0 0.356
H 1.028 0.938 -6.192 -0.1 0.1 0.0 0.336
H -0.250 2.149 -3.682 0.2 0.0 0.1 0.031
H 0.374 3.085 -5.052 -0.2 0.0 0.0 0.282
H 2.424 2.132 -4.616 0.0 0.0 0.1 0.256
C 3.566 4.014 4.879 0.2 -0.1 0.1 -1.261
C 2.824 3.336 3.744 -0.1 0.1 0.4 0.287
O 2.332 2.064 4.156 -0.1 0.0 -0.1 -0.508
H 4.401 3.393 5.213 0.0 0.0 -0.2 0.378
H 3.951 4.986 4.568 -0.1 0.0 0.1 0.321
H 2.908 4.156 5.737 0.0 0.1 -0.1 0.278
H 3.489 3.176 2.893 -0.1 -0.2 0.0 0.271
H 1.979 3.950 3.411 0.1 0.1 -0.1 -0.028
H 1.738 2.210 4.900 0.0 0.0 0.0 0.267
C -8.316 -6.167 -2.671 -0.1 0.0 0.1 -1.131
C -7.362 -5.046 -3.034 0.0 -0.4 -0.2 0.104
O -6.011 -5.475 -2.894 0.1 0.2 0.1 -0.508
H -8.145 -6.497 -1.644 0.0 0.1 0.0 0.301
H -9.355 -5.844 -2.768 0.0 -0.1 0.0 0.324
H -8.156 -7.035 -3.316 -0.1 0.1 -0.1 0.341
H -7.510 -4.190 -2.374 0.2 0.0 0.0 0.059
H -7.522 -4.718 -4.066 -0.1 0.1 0.1 0.267
H -5.881 -6.223 -3.486 0.0 0.0 0.0 0.283
C 0.621 8.189 4.501 0.0 0.1 -0.1 -1.157
C 0.768 6.680 4.523 -0.1 0.2 0.3 -0.068
O 1.635 6.278 5.581 0.0 -0.1 -0.1 -0.469
H 1.595 8.666 4.372 0.0 -0.1 -0.1 0.307
H -0.036 8.507 3.688 0.0 0.0 0.1 0.333
H 0.210 8.552 5.446 -0.1 0.0 -0.1 0.331
H 1.199 6.325 3.586 0.1 -0.1 0.1 0.212
H -0.205 6.197 4.662 0.0 0.0 -0.2 0.252
H 1.247 6.586 6.407 0.0 0.0 0.0 0.272
C 10.132 -4.706 -0.835 0.0 -0.1 0.0 -0.983
C 9.672 -4.000 -2.096 0.0 0.2 0.4 -0.271
O 8.419 -3.359 -1.879 -0.1 -0.1 -0.2 -0.459
H 9.394 -5.448 -0.521 0.0 0.0 -0.1 0.224
H 11.089 -5.207 -0.994 0.0 0.0 0.1 0.350
H 10.241 -3.995 -0.011 0.1 0.0 -0.1 0.323
H 9.544 -4.715 -2.909 -0.1 0.1 0.0 0.279
H 10.403 -3.248 -2.409 0.1 -0.1 -0.1 0.261
H 8.537 -2.722 -1.167 -0.1 0.0 0.0 0.279